# 1
A structure of composition C55H45Cl4CrO10P. Source: OMol25; level of theory: ωB97M-V with the def2-TZVPD basis set.

Structure (XYZ):
```
116
Properties=species:S:1:pos:R:3
Cr 0.698 1.098 0.701
O -0.939 3.800 3.431
Cl -0.195 2.653 2.976
O 0.761 2.285 3.963
O -1.114 1.587 2.708
O 0.475 3.011 1.734
C -2.189 -4.167 1.747
C -0.670 -4.055 1.822
C -0.098 -5.298 2.525
O -0.316 -2.882 2.501
C 0.966 -2.525 1.979
C 0.767 -2.807 0.466
O -0.090 -3.964 0.527
C 0.163 -1.710 -0.497
O 0.810 -0.524 -0.332
C 0.428 -2.167 -1.952
C 0.871 -1.203 -2.853
C 1.134 -1.528 -4.176
C 0.949 -2.828 -4.624
C 0.517 -3.798 -3.732
C 0.267 -3.476 -2.404
C -1.355 -1.616 -0.231
C -2.331 -2.226 -1.014
C -3.678 -2.087 -0.704
C -4.078 -1.309 0.372
C -3.114 -0.700 1.161
C -1.769 -0.869 0.868
C 1.662 -1.230 2.559
O 1.186 -0.007 2.212
C 1.580 -1.173 4.106
C 0.397 -1.428 4.798
C 0.310 -1.229 6.169
C 1.395 -0.744 6.882
C 2.549 -0.405 6.193
C 2.632 -0.598 4.823
C 3.118 -1.503 2.078
C 3.988 -2.313 2.810
C 5.250 -2.624 2.325
C 5.653 -2.170 1.077
C 4.784 -1.390 0.330
C 3.534 -1.053 0.831
H -2.573 -4.564 2.686
H -2.458 -4.830 0.926
H -2.622 -3.187 1.569
H -0.411 -5.295 3.570
H 0.990 -5.293 2.480
H -0.465 -6.195 2.027
H 1.659 -3.318 2.303
H 1.720 -3.117 0.030
H 1.013 -0.195 -2.482
H 1.489 -0.762 -4.856
H 1.142 -3.085 -5.661
H 0.374 -4.819 -4.072
H -0.058 -4.242 -1.712
H -2.057 -2.814 -1.878
H -4.421 -2.578 -1.321
H -5.132 -1.175 0.588
H -3.395 -0.088 2.009
H -1.034 -0.426 1.528
H -0.470 -1.764 4.258
H -0.624 -1.436 6.679
H 1.333 -0.600 7.955
H 3.389 0.032 6.721
H 3.520 -0.277 4.296
H 3.682 -2.698 3.774
H 5.922 -3.229 2.925
H 6.633 -2.423 0.690
H 5.074 -1.038 -0.653
H 2.856 -0.458 0.238
Cl 7.983 2.306 -1.187
C 6.249 2.241 -0.999
C 5.699 2.292 0.269
C 4.330 2.218 0.432
Cl 3.674 2.275 2.024
C 3.416 2.084 -0.673
O 2.137 2.019 -0.630
C 4.079 2.030 -1.937
Cl 3.068 1.809 -3.328
C 5.446 2.116 -2.116
H 6.329 2.393 1.141
H 5.869 2.093 -3.110
O -0.915 1.816 -0.711
P -1.999 2.361 -1.564
C -3.315 3.112 -0.586
C -3.181 3.108 0.800
C -4.163 3.658 1.604
C -5.292 4.229 1.030
C -5.419 4.264 -0.355
C -4.434 3.723 -1.161
C -1.331 3.591 -2.705
C -2.008 3.959 -3.870
C -1.529 4.989 -4.658
C -0.381 5.678 -4.283
C 0.288 5.322 -3.116
C -0.187 4.293 -2.325
C -2.818 1.176 -2.668
C -2.005 0.558 -3.621
C -2.529 -0.389 -4.480
C -3.876 -0.722 -4.410
C -4.685 -0.121 -3.455
C -4.154 0.804 -2.571
H -2.313 2.631 1.237
H -4.044 3.635 2.679
H -6.070 4.649 1.656
H -6.297 4.717 -0.803
H -4.532 3.761 -2.239
H -2.892 3.405 -4.166
H -2.045 5.260 -5.571
H -0.006 6.484 -4.901
H 1.189 5.853 -2.837
H 0.335 3.980 -1.426
H -0.961 0.841 -3.678
H -1.891 -0.862 -5.217
H -4.290 -1.462 -5.084
H -5.735 -0.381 -3.397
H -4.777 1.248 -1.807
```

Computed properties:
- E_LUMO (spin up / spin down): 0.1407 / 0.1407 hartree
- Largest force on an atom: 2.1 eV/Å
- Gap between HOMO and LUMO (spin up / spin down): 4.86 / 6.30 eV
- 2S+1: 5
- Highest occupied orbital energy (spin up / spin down): -1.034 / -2.468 eV
- Total charge: -2
- Energy relative to the best compared isomer or geometry (same formula, charge and spin): 0.0 kcal per mole



# 2
A structure of composition C20H19N5O4PbS3Sb. Source: OMol25; level of theory: ωB97M-V with the def2-TZVPD basis set.

Structure (XYZ):
```
53
Properties=species:S:1:pos:R:3
Pb 1.101 -2.339 -0.053
C -2.960 0.522 -5.701
O -3.867 1.268 -4.922
C -3.392 1.997 -3.890
C -4.349 2.687 -3.132
C -3.971 3.448 -2.056
C -2.624 3.514 -1.672
C -1.667 2.853 -2.455
C -2.042 2.115 -3.554
N -2.286 4.311 -0.608
N -1.301 4.184 0.124
C -0.567 3.102 0.420
C 0.802 3.287 0.686
C 1.662 2.233 0.801
C 1.232 0.880 0.692
O 2.037 -0.081 0.700
C -0.214 0.678 0.584
N -0.659 -0.584 0.592
C -1.950 -0.834 0.586
C -2.905 0.184 0.594
C -2.481 1.490 0.550
C -1.106 1.771 0.498
H -3.565 -0.033 -6.414
H -2.392 -0.185 -5.092
H -2.268 1.172 -6.241
H -5.385 2.597 -3.418
H -4.702 3.971 -1.462
H -0.619 2.951 -2.212
H -1.276 1.636 -4.145
H 1.169 4.302 0.699
H 2.718 2.403 0.929
H -2.230 -1.879 0.600
H -3.954 -0.055 0.631
H -3.198 2.298 0.588
C 3.111 -2.953 4.201
C 2.881 -2.639 2.762
N 1.694 -2.641 2.272
O 0.683 -2.887 3.173
C 4.029 -2.305 1.951
C 4.999 -1.296 2.486
N 4.290 -2.820 0.783
O 5.289 -2.554 0.111
H 2.466 -3.797 4.453
H 2.815 -2.120 4.834
H 4.148 -3.214 4.387
H -0.064 -3.253 2.647
H 4.683 -0.956 3.466
H 5.036 -0.444 1.806
H 6.004 -1.714 2.525
S 1.278 -6.059 3.210
Sb 1.202 -5.900 0.927
S -0.564 -4.235 0.674
S 3.229 -4.077 0.084
```

Computed properties:
- E_LUMO (spin up / spin down): -0.0632 / -0.1088 hartree
- Largest force on an atom: 1.6 eV/Å
- Gap between HOMO and LUMO (spin up / spin down): 5.56 / 4.32 eV
- 2S+1: 2
- Highest occupied orbital energy (spin up / spin down): -7.284 / -7.282 eV
- Total charge: 0



# 3
A cluster of 4 separate species, C16H29BF5INO8S in total. Source: OMol25; level of theory: ωB97M-V with the def2-TZVPD basis set.

Structure (XYZ):
```
62
Properties=species:S:1:pos:R:3
C 1.600 -1.442 -1.203
C 1.139 -0.430 -0.475
C -0.010 -0.631 0.483
C -0.253 0.262 1.725
S 0.214 2.005 1.634
O 1.546 2.050 1.108
O -0.108 2.583 2.903
C -0.855 2.880 0.361
F -1.663 3.703 1.000
F -1.583 1.974 -0.310
C -0.028 3.695 -0.667
F 0.743 4.560 -0.050
F -0.873 4.340 -1.450
F 0.706 2.883 -1.416
C -1.714 -0.139 2.079
C -2.604 0.669 3.034
C -3.493 1.777 2.457
O -4.839 1.423 2.787
C -2.285 -0.555 0.752
C -3.739 -0.760 0.461
C -4.196 -2.222 0.445
O -5.200 -2.568 -0.075
I -2.935 -3.616 1.502
N -1.367 -0.740 -0.131
B -1.552 -1.028 -1.639
C -2.164 -2.349 -2.159
O -1.178 0.008 -2.439
H 2.404 -1.302 -1.917
H 1.206 -2.452 -1.096
H 1.613 0.543 -0.535
H 0.155 -1.632 0.917
H 0.387 -0.045 2.558
H -1.561 -1.103 2.597
H -3.267 -0.043 3.534
H -1.965 1.088 3.815
H -3.407 1.863 1.368
H -3.240 2.741 2.904
H -5.447 2.010 2.321
H -4.014 -0.313 -0.499
H -4.358 -0.295 1.238
H -1.709 -2.569 -3.129
H -2.028 -3.208 -1.498
H -3.240 -2.221 -2.337
H -0.221 0.120 -2.531
C -0.145 -6.260 3.682
O -0.531 -5.638 2.453
H 0.426 -5.525 4.244
H -1.015 -6.557 4.271
H 0.484 -7.132 3.503
H -1.021 -6.289 1.940
C 4.175 1.851 -0.942
O 4.681 2.008 -2.260
H 4.286 0.799 -0.681
H 4.735 2.447 -0.218
H 3.119 2.124 -0.883
H 4.595 2.934 -2.505
C 6.854 2.111 -4.883
O 7.392 2.253 -6.191
H 6.949 1.065 -4.605
H 7.404 2.716 -4.157
H 5.795 2.383 -4.851
H 7.317 3.175 -6.453
```

Computed properties:
- E_LUMO: -0.1559 hartree
- Largest force on an atom: 0.9 eV/Å
- Gap between HOMO and LUMO: 7.37 eV
- 2S+1: 1
- Highest occupied orbital energy: -11.618 eV
- Total charge: +1



# 4
An isolated molecule of CH2N2O3. Source: OMol25; level of theory: ωB97M-V with the def2-TZVPD basis set.

Structure (XYZ):
```
8
Properties=species:S:1:pos:R:3
C -0.064 0.685 0.005
N -1.484 0.301 0.071
N 0.502 -0.507 0.145
O 0.520 1.725 -0.075
O -1.383 -0.961 -0.211
O 1.737 -0.922 0.013
H -1.766 0.599 0.971
H 1.937 -0.920 -0.920
```

Computed properties:
- E_LUMO (spin up / spin down): -0.0493 / -0.0468 hartree
- Largest force on an atom: 3.5 eV/Å
- Gap between HOMO and LUMO (spin up / spin down): 8.85 / 8.44 eV
- 2S+1: 1
- Highest occupied orbital energy (spin up / spin down): -10.196 / -9.711 eV
- Total charge: 0
- Energy relative to the best compared isomer or geometry (same formula, charge and spin): 109.1 kcal per mole



# 5
A structure of composition C38H53As2BrKN6OS2. Source: OMol25; level of theory: ωB97M-V with the def2-TZVPD basis set.

Structure (XYZ):
```
104
Properties=species:S:1:pos:R:3
K -0.662 1.340 1.019
C -5.220 1.909 3.147
C -4.081 1.783 2.174
N -2.979 2.445 2.250
N -2.869 3.301 3.298
C -1.822 4.103 3.268
N -1.758 4.928 4.368
S -0.577 4.333 2.098
C -4.249 0.841 1.041
C -5.506 0.290 0.754
C -5.646 -0.575 -0.312
C -4.540 -0.876 -1.095
C -3.336 -0.284 -0.750
N -3.187 0.530 0.287
H -4.914 2.530 3.982
H -5.514 0.922 3.512
H -6.096 2.366 2.677
H -2.289 4.617 5.166
H -0.864 5.359 4.533
H -6.358 0.529 1.372
H -6.614 -1.008 -0.533
H -4.602 -1.538 -1.948
H -2.437 -0.469 -1.330
C -3.388 4.866 -0.231
As -2.230 3.494 -1.011
C -3.482 2.969 -2.449
C -1.076 4.664 -2.114
C -1.630 5.659 -2.920
C -0.837 6.473 -3.709
C 0.541 6.305 -3.700
C 1.104 5.327 -2.899
C 0.313 4.500 -2.102
As 1.152 3.129 -0.955
C 2.352 4.330 0.027
C 2.495 2.476 -2.233
H -3.747 5.568 -0.983
H -2.827 5.380 0.548
H -4.236 4.353 0.225
H -3.877 3.832 -2.986
H -4.307 2.424 -1.986
H -2.981 2.304 -3.153
H -2.704 5.802 -2.931
H -1.290 7.239 -4.327
H 1.174 6.936 -4.314
H 2.182 5.211 -2.890
H 3.004 4.878 -0.654
H 2.956 3.730 0.709
H 1.756 5.025 0.616
H 3.163 3.268 -2.573
H 2.004 2.024 -3.093
H 3.080 1.707 -1.726
C 4.869 -4.449 2.473
C 4.544 -4.317 0.986
C 4.047 -5.681 0.487
C 5.840 -3.958 0.245
C 3.484 -3.251 0.722
C 2.948 -2.440 1.715
C 1.994 -1.498 1.398
Br 1.268 -0.444 2.813
C 1.503 -1.229 0.085
O 0.631 -0.318 -0.113
C 2.100 -2.051 -0.937
C 3.034 -3.013 -0.576
C 1.857 -1.868 -2.450
C 0.772 -0.856 -2.829
C 1.475 -3.210 -3.101
C 3.166 -1.385 -3.100
H 5.614 -5.233 2.620
H 3.985 -4.715 3.055
H 5.275 -3.521 2.880
H 4.791 -6.458 0.680
H 3.848 -5.666 -0.585
H 3.120 -5.960 0.994
H 6.608 -4.717 0.414
H 6.222 -2.995 0.587
H 5.670 -3.883 -0.830
H 3.260 -2.529 2.747
H 3.473 -3.606 -1.371
H -0.205 -1.129 -2.438
H 0.705 -0.817 -3.920
H 0.985 0.134 -2.441
H 0.618 -3.654 -2.597
H 2.291 -3.931 -3.064
H 1.212 -3.059 -4.151
H 3.454 -0.411 -2.705
H 3.037 -1.288 -4.182
H 3.988 -2.079 -2.917
C -1.201 -2.992 -0.460
C -1.152 -3.064 1.021
C -0.178 -3.683 1.737
C -0.299 -3.659 3.146
N -1.279 -3.069 3.782
C -2.243 -2.417 3.076
S -3.467 -1.564 3.802
N -2.152 -2.455 1.703
C 0.742 -4.343 3.975
H -0.558 -3.753 -0.893
H -0.845 -2.014 -0.784
H -2.221 -3.133 -0.825
H 0.666 -4.147 1.247
H -2.868 -1.940 1.204
H 0.856 -5.383 3.663
H 0.468 -4.298 5.025
H 1.703 -3.851 3.818
```

Computed properties:
- E_LUMO: 0.0790 hartree
- Largest force on an atom: 0.9 eV/Å
- Gap between HOMO and LUMO: 6.76 eV
- 2S+1: 1
- Highest occupied orbital energy: -4.614 eV
- Total charge: -1
- Energy relative to the best compared isomer or geometry (same formula, charge and spin): 8.1 kcal per mole



# 6
A cluster of 2 separate species, C4H6BrF2NO2 in total. Source: OMol25; level of theory: ωB97M-V with the def2-TZVPD basis set.

Structure (XYZ):
```
16
Properties=species:S:1:pos:R:3
C -0.361 0.733 -2.167
C -0.653 -0.357 0.517
C 0.608 -0.156 -0.453
C -1.140 1.968 -2.834
N 1.384 0.808 0.039
O 1.184 -1.097 -1.074
O 0.197 0.093 -3.001
F -2.226 2.511 -2.169
F -1.570 1.672 -4.007
Br 0.257 3.421 -2.821
H -0.300 -0.716 1.529
H -1.243 -1.119 -0.027
H -1.253 0.517 0.699
H 0.998 -1.096 -2.011
H 2.276 1.102 -0.295
H 0.930 1.345 0.742
```

Computed properties:
- E_LUMO: 0.0157 hartree
- Largest force on an atom: 5.7 eV/Å
- Gap between HOMO and LUMO: 8.51 eV
- 2S+1: 1
- Highest occupied orbital energy: -8.086 eV
- Total charge: 0
- Energy relative to the best compared isomer or geometry (same formula, charge and spin): 4.2 kcal per mole



# 7
An isolated molecule of C4H9NO. Source: OMol25; level of theory: ωB97M-V with the def2-TZVPD basis set.

Structure (XYZ):
```
15
Properties=species:S:1:pos:R:3
C -1.114 -0.361 -1.941
C -0.545 0.378 -0.732
N -1.500 0.692 0.331
C 0.602 -0.415 -0.122
C 1.248 0.259 1.067
O 1.891 -0.366 1.874
H -1.135 -1.440 -1.903
H -0.474 -0.169 -2.812
H -2.133 -0.049 -2.183
H -0.198 1.313 -1.098
H -2.318 1.111 -0.102
H -1.834 -0.169 0.755
H 1.332 -0.684 -0.886
H 0.197 -1.348 0.275
H 1.146 1.319 1.199
```

Computed properties:
- E_LUMO: 0.0351 hartree
- Structure (SMILES): C[C@@H](N)CC=O
- Largest force on an atom: 1.2 eV/Å
- Gap between HOMO and LUMO: 10.49 eV
- 2S+1: 1
- Highest occupied orbital energy: -9.532 eV
- Total charge: 0
- Energy relative to the best compared isomer or geometry (same formula, charge and spin): 28.8 kcal per mole



# 8
An isolated molecule of C5H8S2. Source: OMol25; level of theory: ωB97M-V with the def2-TZVPD basis set.

Structure (XYZ):
```
15
Properties=species:S:1:pos:R:3
S 1.423 0.453 -2.245
C 0.183 0.217 -1.127
C 0.098 -1.098 -0.163
C -0.401 -0.660 1.234
C -1.037 0.685 0.771
S -1.002 2.531 0.864
C 0.027 1.187 0.052
H 2.746 -0.202 -1.552
H -0.729 0.319 -1.781
H 1.019 -1.486 0.011
H -0.640 -1.884 -0.397
H -1.065 -1.411 1.637
H 0.350 -0.381 1.963
H -2.023 0.529 0.232
H 1.052 1.201 0.500
```

Computed properties:
- E_LUMO: 0.0184 hartree
- Structure (SMILES): S[C@H]1CC[C@H]2S[C@H]12
- Largest force on an atom: 5.4 eV/Å
- Gap between HOMO and LUMO: 9.30 eV
- 2S+1: 1
- Highest occupied orbital energy: -8.797 eV
- Total charge: 0
- Energy relative to the best compared isomer or geometry (same formula, charge and spin): 101.0 kcal per mole